Entry 1:
A 2-piece molecular cluster, C6H16 overall in a non-equilibrium geometry, computed with ωB97M-V with the def2-TZVPD basis set.

Element x y z (Å)
C 1.03303 -0.18847 -1.88197
C 2.29921 -0.88409 -1.33968
C 2.31528 -0.95764 0.18378
H 1.11480 0.89322 -1.74531
H 0.13056 -0.53885 -1.38678
H 0.87676 -0.29284 -2.95751
H 2.30882 -1.87721 -1.79215
H 3.15560 -0.32583 -1.71778
H 1.77693 -1.81819 0.57468
H 3.34872 -1.08438 0.48769
H 1.87960 -0.05772 0.60823
C -2.06477 -0.06351 2.05000
C -1.38220 1.03153 1.17493
C -1.96093 1.06212 -0.24221
H -2.05736 -1.08114 1.68488
H -3.03609 0.39783 2.24106
H -1.55727 0.01491 3.01076
H -1.49276 1.97861 1.70434
H -0.30736 0.84918 1.08269
H -3.01321 1.34636 -0.28011
H -1.36436 1.60289 -0.96972
H -2.00301 -0.00676 -0.48982

Summary:
E: -6481.1629 eV
SMILES string: CCC.CCC
F_max: 2.51 eV/Å

---

Entry 2:
A 2-piece molecular cluster, C6H16 overall in a non-equilibrium geometry, computed with ωB97M-V with the def2-TZVPD basis set.

Element x y z (Å)
C 1.68919 -0.11942 -2.01567
C 0.33856 0.19822 -2.63207
C -0.55406 1.08205 -1.74227
H 2.19342 0.76049 -1.60060
H 2.34105 -0.60729 -2.73922
H 1.59540 -0.80201 -1.17511
H 0.46244 0.71440 -3.59025
H -0.18702 -0.73133 -2.85477
H -1.00144 0.48924 -0.93290
H 0.07725 1.77393 -1.19212
H -1.29561 1.57602 -2.35352
C -1.01353 0.78179 1.99835
C -1.03452 -0.74525 1.92790
C 0.36408 -1.30554 2.24150
H -1.12835 1.06316 3.04117
H -1.89901 1.17767 1.50891
H -0.11524 1.17809 1.52620
H -1.70252 -1.13804 2.69136
H -1.28990 -1.12546 0.93922
H 1.10115 -0.93764 1.51502
H 0.67886 -0.89327 3.19133
H 0.37983 -2.38981 2.24754

Summary:
E: -6481.3597 eV
SMILES string: CCC.CCC
F_max: 1.28 eV/Å

---

Entry 3:
A 2-piece molecular cluster, C6H16 overall in a non-equilibrium geometry, computed with ωB97M-V with the def2-TZVPD basis set.

Element x y z (Å)
C 0.21344 -0.36180 1.93423
C 0.13456 -1.36728 0.79625
C 0.13544 -2.83329 1.30985
C -0.96059 -1.13554 -0.25173
H 0.15218 0.63329 1.48576
H 1.15170 -0.43419 2.48384
H -0.62259 -0.48836 2.62613
H 1.07618 -1.35483 0.25768
H -0.87662 -3.18506 1.48902
H 0.49306 -3.43555 0.47585
H 0.68451 -3.05940 2.22393
H -1.55135 -0.31074 0.18131
H -0.62291 -0.82437 -1.23125
H -1.73131 -1.91131 -0.23096
C 0.23200 3.26369 -1.63661
C 0.29847 1.75978 -1.71702
H 0.43788 3.61771 -0.61873
H 1.04262 3.76470 -2.18241
H -0.68902 3.71072 -1.99134
H 0.35848 1.46669 -2.77569
H 1.18607 1.27411 -1.31198
H -0.54224 1.21102 -1.31614

Summary:
E: -6480.9928 eV
SMILES string: CC(C)C.CC
F_max: 2.40 eV/Å

---

Entry 4:
A 2-piece molecular cluster, C6H16 overall in a non-equilibrium geometry, computed with ωB97M-V with the def2-TZVPD basis set.

Element x y z (Å)
C 2.64234 -2.60951 0.60636
C 1.28470 -1.95171 0.99318
C 0.11497 -2.91229 0.90093
H 3.42175 -1.91671 0.85930
H 2.81702 -3.48899 1.22817
H 2.62724 -2.88391 -0.44664
H 1.43561 -1.67519 2.03316
H 1.25230 -1.01789 0.43429
H -0.57449 -2.83589 1.74041
H 0.49001 -3.93679 0.88436
H -0.50983 -2.76761 0.04856
C -1.45665 2.89512 -2.09381
C -1.74898 2.12564 -0.79763
C -0.89966 2.50541 0.41211
H -0.63246 2.45647 -2.65667
H -2.35341 2.91861 -2.70583
H -1.18483 3.93682 -1.90194
H -2.80514 2.27524 -0.54743
H -1.69666 1.06676 -1.07212
H -0.83517 1.71202 1.16003
H -1.36960 3.34423 0.92195
H 0.11130 2.67432 0.06873

Summary:
E: -6481.1370 eV
SMILES string: CCC.CCC
F_max: 1.69 eV/Å

---

Entry 5:
A 2-piece molecular cluster, C6H16 overall in a non-equilibrium geometry, computed with ωB97M-V with the def2-TZVPD basis set.

Element x y z (Å)
C 1.12675 2.36330 1.09657
C 0.24904 2.32950 -0.20395
C 1.02183 1.43554 -1.21090
H 1.25458 1.34098 1.44951
H 2.06238 2.73191 0.69583
H 0.69753 3.01298 1.86062
H 0.22422 3.29219 -0.74390
H -0.80409 2.13397 -0.05328
H 1.12095 0.35207 -1.09320
H 2.10461 1.58194 -1.30977
H 0.35179 1.57629 -2.07065
C -1.60092 -1.81597 1.27808
C -1.23055 -1.72034 -0.20348
C 0.03409 -2.51492 -0.60461
H -0.74079 -1.66588 1.94295
H -2.02026 -2.80854 1.43566
H -2.18493 -0.93233 1.55514
H -2.06313 -2.06028 -0.82772
H -0.90253 -0.73239 -0.54414
H 0.74896 -2.68793 0.20025
H -0.12412 -3.28344 -1.37886
H 0.67458 -1.92862 -1.27015

Summary:
E: -6480.1375 eV
SMILES string: CCC.CCC
F_max: 2.24 eV/Å

---

Entry 6:
C6H16BeO10 as an isolated structure in a non-equilibrium geometry, computed with ωB97M-V with the def2-TZVPD basis set.

Element x y z (Å)
Be 0.58755 -0.16046 -0.43996
C 2.02174 -0.71901 1.47085
O 1.70420 -1.39803 0.46746
O 1.10890 -0.18611 2.06077
O 3.21584 -0.37743 1.54367
C 2.47353 0.17436 -1.73632
O 1.61375 0.99948 -1.59737
O 3.60896 0.39156 -1.39259
O 2.12909 -0.96021 -1.53018
C -1.86059 0.66037 -1.33569
O -0.53773 0.79773 -1.74425
H -2.37734 0.81885 -2.28223
H -2.21255 -0.29135 -0.93762
H -2.17488 1.36130 -0.56237
H -0.49029 1.63452 -2.21235
C -0.33843 2.30271 0.66529
O 0.73262 1.28286 0.40577
H -1.28654 1.81254 0.44413
H -0.29301 2.83064 1.61783
H -0.15170 3.13620 -0.01186
H 1.52256 1.51852 0.89775
C -0.27750 -2.53196 -0.35691
O -0.47640 -1.47582 -1.15964
H -1.24283 -2.99531 -0.15307
H 0.54528 -3.21485 -0.56856
H 0.15836 -2.18029 0.57820
H -0.61645 -1.78243 -2.05852
C -1.50734 -0.13722 1.69628
O -0.41687 -0.63670 1.07530
H -1.74046 -0.52478 2.68802
H -1.40217 0.94633 1.75080
H -2.34666 -0.37221 1.04173
H 0.32731 -0.72370 1.67550

Summary:
E: -27346.5547 eV
Total charge: -2
F_max: 13.67 eV/Å